95
Properties=species:S:1:pos:R:3:lowdin_charge:R:1 method="wB97M-V/def2-TZVPD" spin_multiplicity=1 lumo_ha=0.0679 orbital_gap_ev=6.47 homo_ev=-4.62 molar_mass_g_mol=916.7 total_charge=-1
C 1.8051 3.3814 2.3586 -0.117
C 1.0431 4.5117 1.6567 -0.332
C 0.9837 4.4743 0.1255 -0.621
Cl 2.7124 4.7552 -0.4171 0.671
P 0.1825 2.9896 -0.9246 0.769
C -0.7407 2.2173 0.5845 -0.238
N -1.6191 3.0493 1.4145 -0.164
C -2.9954 2.5871 1.4505 -0.145
C -1.4402 3.9785 -1.4153 -0.134
C -2.0247 3.5781 -2.7052 -0.529
O -1.9221 4.0568 -3.7867 0.140
F -2.8619 2.5191 -2.5630 0.062
B 1.1671 3.7715 -2.4850 -0.729
O 0.9690 5.0947 -2.9183 0.072
O 2.0406 2.9937 -3.1734 -0.021
C 2.9729 3.5643 -4.0680 -0.064
O 1.6057 1.9823 -0.5402 -0.293
C 1.4127 0.6233 -0.7621 -0.343
P 3.0145 -0.1713 -1.0418 0.525
O 3.9092 0.2541 -2.1268 -0.255
O 2.6272 -1.7471 -1.0640 -0.130
O 3.7100 -0.0365 0.4132 -0.132
C 0.3461 0.4276 -1.8781 -0.432
C -0.6827 -0.7323 -1.6018 -0.055
C -0.7317 -1.2955 -0.1847 -0.094
C -1.9997 -2.0541 0.0969 -0.444
F -2.1517 -3.1664 -0.6692 0.118
F -3.0865 -1.2580 -0.1639 0.112
C -2.2535 -2.4602 1.5797 -0.449
F -3.4131 -3.0992 1.6754 0.143
F -2.3350 -1.3404 2.2988 0.126
S -0.9364 -3.5371 2.4330 0.788
F -1.8503 -4.8334 2.3799 -0.133
F -0.2850 -3.9694 1.0535 -0.134
F 0.0282 -2.2781 2.5029 -0.126
F -1.5643 -3.1541 3.8466 -0.145
F 0.1708 -4.3824 3.1895 -0.122
C 0.9570 0.1646 -3.2717 -0.013
B -0.0625 0.5897 -4.3936 -0.630
O 0.0100 1.8344 -4.9341 0.191
O -1.0230 -0.3115 -4.9074 0.117
O -0.3795 1.6242 -1.9126 -0.242
H 2.5748 2.9586 1.7171 0.051
H 2.2982 3.7793 3.2504 0.064
H 1.1323 2.5999 2.7105 0.056
H 0.0603 4.6352 2.1028 0.082
H 1.5684 5.4424 1.9073 0.083
H 0.5138 5.4017 -0.2047 0.057
H -0.0274 1.6943 1.2259 0.069
H -1.3784 1.4437 0.1471 0.078
H -1.6038 4.0193 1.1416 0.068
H -3.6132 3.3021 1.9964 0.073
H -3.4406 2.4609 0.4493 0.072
H -3.0548 1.6133 1.9409 0.068
H -1.2550 5.0493 -1.4327 0.093
H -2.2410 3.7902 -0.6998 0.066
H 1.5205 5.7290 -2.4510 0.059
H 3.7288 2.8046 -4.2737 0.091
H 3.4755 4.4287 -3.6284 0.083
H 2.4922 3.8512 -5.0055 0.093
H 1.1234 0.1757 0.2045 0.108
H 2.9615 -2.1570 -0.2570 0.075
H 4.6381 -0.2863 0.2973 0.080
H -0.5042 -1.5630 -2.2822 0.107
H -1.6521 -0.3039 -1.8627 0.128
H 0.1290 -1.9448 -0.0364 0.110
H -0.6646 -0.5194 0.5773 0.104
H 1.8585 0.7561 -3.4163 0.095
H 1.2401 -0.8880 -3.3604 0.097
H -0.7557 1.9985 -5.5004 0.115
H -1.8285 -0.3302 -4.3799 0.093
F -4.3314 -0.1548 9.1170 0.048
C -3.5076 -0.9466 8.3957 -0.289
C -2.8998 -0.4274 7.2707 -0.012
C -2.0539 -1.2465 6.5372 -0.075
C -1.8341 -2.5595 6.9314 -0.098
C -2.4612 -3.0565 8.0651 -0.084
C -3.3057 -2.2466 8.8114 -0.025
H -3.0900 0.5964 6.9787 0.119
H -1.5672 -0.8572 5.6530 0.107
H -1.1777 -3.1935 6.3529 0.092
H -2.2960 -4.0810 8.3711 0.102
H -3.8027 -2.6102 9.7007 0.114
F 0.9172 -3.3622 -2.9057 0.063
C 1.6117 -4.3650 -3.4621 -0.280
C 2.3765 -4.1001 -4.5809 -0.002
C 3.0973 -5.1389 -5.1501 -0.085
C 3.0436 -6.4150 -4.6042 -0.108
C 2.2661 -6.6533 -3.4796 -0.093
C 1.5427 -5.6227 -2.8963 -0.015
H 2.4012 -3.0978 -4.9865 0.123
H 3.7060 -4.9484 -6.0239 0.102
H 3.6077 -7.2211 -5.0544 0.095
H 2.2197 -7.6465 -3.0525 0.100
H 0.9325 -5.7825 -2.0173 0.115